{"formula": "C5H13N3", "method": "wB97M-V/def2-TZVPD", "elements": ["C", "C", "C", "C", "C", "H", "H", "H", "H", "H", "H", "H", "H", "H", "H", "H", "H", "H", "N", "N", "N"], "xyz": [[-2.2549, 1.1680, -0.2737], [-1.8282, -0.3118, 0.2762], [-1.4184, -1.3190, -0.7176], [0.5759, -0.2261, 0.8746], [1.6087, 1.4353, -0.1791], [-2.2534, 2.0333, 0.4450], [-3.0933, 1.3401, -1.0203], [-1.2466, 1.4856, -0.9749], [-2.7560, -0.4863, 0.9146], [-0.4697, -1.9995, 0.0693], [-2.3558, -1.9714, -1.3594], [-0.9364, -0.4172, -1.6826], [1.1910, -0.6843, 1.7921], [0.8943, 2.2883, 0.3460], [1.7780, 1.7947, -1.2561], [2.8146, 1.3038, 0.3155], [3.0532, -0.4735, 0.4453], [2.3056, -1.7061, -0.6367], [-0.6266, -0.2686, 1.1255], [1.1962, 0.0173, -0.3248], [2.4270, -0.7468, -0.4122]], "nbo_charge": [-0.627, -0.138, -0.636, 0.272, -0.454, 0.226, 0.229, 0.179, 0.205, 0.244, 0.233, 0.228, 0.155, 0.251, 0.222, 0.169, 0.341, 0.380, -0.453, -0.337, -0.690], "e_tot_ha": -362.27787, "total_charge": 0, "relative_energy_ev": 8.2833, "gap_ev": 9.8, "fmax_ev_per_a": 5.101, "lumo_ev": 0.94, "homo_ev": -8.8}

{"formula": "C3H4N2O", "method": "wB97M-V/def2-TZVPD", "elements": ["O", "C", "C", "C", "N", "N", "H", "H", "H", "H"], "xyz": [[-2.7350, 0.3812, 1.3335], [-1.5251, 0.7665, 1.0020], [-0.4002, 1.0919, 0.7238], [2.5394, -0.4236, -0.5596], [1.4860, -0.9484, -0.7809], [0.4129, -1.4034, -1.1838], [-3.3835, 0.9631, 0.9115], [0.5965, 1.3777, 0.4664], [3.3224, -0.7807, 0.0939], [-0.3263, -1.0456, -0.5672]], "nbo_charge": [-0.651, 0.299, -0.406, -0.099, -0.012, -0.464, 0.505, 0.252, 0.219, 0.357], "e_tot_ha": -301.26354, "total_charge": 0, "relative_energy_ev": 6.0870, "gap_ev": 9.4, "fmax_ev_per_a": 0.645, "lumo_ev": 0.38, "homo_ev": -9.0}

{"formula": "C3H8O", "method": "wB97M-V/def2-TZVPD", "elements": ["H", "H", "C", "C", "H", "H", "H", "H", "C", "O", "H", "H"], "xyz": [[0.9492, -1.0347, 1.0074], [0.9207, -1.6492, 1.4287], [1.4148, 0.7854, -0.8036], [0.3159, 1.5176, -0.6528], [2.3324, 1.0076, -0.2633], [1.4417, -0.0686, -1.4769], [-0.6040, 1.2825, -1.1811], [0.2906, 2.3732, 0.0181], [-1.7641, -1.0542, 0.4867], [-2.1026, -0.6066, -0.5788], [-1.5150, -0.4090, 1.3513], [-1.6796, -2.1441, 0.6643]], "nbo_charge": [0.006, -0.009, -0.406, -0.385, 0.194, 0.196, 0.213, 0.191, 0.284, -0.507, 0.113, 0.109], "e_tot_ha": -194.23836, "total_charge": 0, "relative_energy_ev": 2.6556, "smiles": "[H][H].C=C.C=O", "gap_ev": 11.0, "fmax_ev_per_a": 0.544, "lumo_ev": 0.86, "homo_ev": -10.1}

{"formula": "Cl2H10Si5", "method": "wB97M-V/def2-TZVPD", "elements": ["Si", "Si", "Si", "Si", "Si", "Cl", "Cl", "H", "H", "H", "H", "H", "H", "H", "H", "H", "H"], "xyz": [[-2.1708, -1.8045, -1.8466], [2.2222, 2.2633, 1.9066], [-3.3086, -1.6460, 0.2574], [1.5851, 1.8911, -0.3923], [-4.0013, 0.3093, 1.2804], [-0.4468, 2.4692, -0.3759], [-5.3471, 0.9935, -0.1606], [-2.7695, -2.9136, -2.7733], [-0.6743, -2.0354, -1.6529], [-2.3969, -0.6236, -2.8070], [2.0949, 3.7781, 1.6950], [3.5520, 2.0516, 2.5422], [1.1617, 1.6769, 2.6920], [-4.2079, -2.7961, 0.3140], [-2.0818, -2.1257, 1.2942], [2.3490, 2.9872, -1.0424], [1.6580, 0.7170, -1.4404]], "nbo_charge": [0.383, 0.416, -0.071, 0.627, 0.695, -0.401, -0.446, -0.115, -0.118, -0.122, -0.116, -0.116, -0.133, -0.093, -0.115, -0.160, -0.114], "e_tot_ha": -2373.75684, "total_charge": 0, "relative_energy_ev": 0.0000, "gap_ev": 7.1, "fmax_ev_per_a": 3.089, "lumo_ev": -1.47, "homo_ev": -8.6}